1.
Entry from the Open Molecules 2025 dataset: a structure of composition C7H20Br3O4V at a distorted geometry (ωB97M-V/def2-TZVPD).

The geometry in XYZ format:
```
35
Properties=species:S:1:pos:R:3
O 0.484 -0.580 -0.268
V 0.087 0.503 0.871
Br 0.707 2.587 -0.808
Br -2.522 0.190 -0.028
Br -0.787 2.168 2.800
C -2.853 0.696 -5.470
C -2.304 0.335 -4.090
C -0.788 0.172 -3.974
O -2.600 1.533 -3.326
H -2.533 1.655 -5.879
H -3.938 0.784 -5.403
H -2.617 -0.097 -6.179
H -2.739 -0.503 -3.544
H -0.562 -0.848 -4.285
H -0.515 0.224 -2.920
H -0.186 0.875 -4.550
H -2.017 2.216 -3.667
C -1.511 -1.627 4.036
C -0.036 -1.759 3.489
O -0.030 -1.433 2.130
H -1.974 -0.819 3.470
H -1.558 -1.422 5.106
H -2.125 -2.478 3.744
H 0.410 -2.751 3.562
H 0.694 -1.119 3.985
H -0.457 -2.184 1.712
C 4.384 0.228 2.401
C 3.016 0.822 2.292
O 2.423 0.310 1.092
H 5.010 0.604 1.592
H 4.358 -0.861 2.421
H 4.814 0.719 3.274
H 3.026 1.905 2.170
H 2.548 0.562 3.242
H 2.689 -0.608 1.000
```

The charge is -1. The orbital gap (spin up / spin down) is 7.44 / 7.45 eV. The calculated total energy is -251592.75854 eV. The spin multiplicity is 2. The calculation puts the energy above the lowest of the compared OMol25 structures with the same formula, charge and spin at 6.3 kcal per mole.

Electronic structure analysis, Löwdin charges in units of e: atom 1 (O): -0.466, atom 2 (V): 0.187, atom 3 (Br): -0.181, atom 4 (Br): -0.157, atom 5 (Br): -0.225, atom 6 (C): -0.075, atom 7 (C): -0.454, atom 8 (C): -0.067, atom 9 (O): -0.123, atom 10 (H): 0.074, atom 11 (H): 0.070, atom 12 (H): 0.065, atom 13 (H): 0.130, atom 14 (H): 0.069, atom 15 (H): 0.050, atom 16 (H): 0.079, atom 17 (H): 0.072, atom 18 (C): -0.055, atom 19 (C): -0.283, atom 20 (O): -0.197, atom 21 (H): 0.046, atom 22 (H): 0.069, atom 23 (H): 0.066, atom 24 (H): 0.108, atom 25 (H): 0.102, atom 26 (H): 0.106, atom 27 (C): -0.093, atom 28 (C): -0.301, atom 29 (O): -0.178, atom 30 (H): 0.082, atom 31 (H): 0.082, atom 32 (H): 0.080, atom 33 (H): 0.128, atom 34 (H): 0.102, atom 35 (H): 0.088

***

2.
Entry from the Open Molecules 2025 dataset: the molecule C6H11N3O at a distorted geometry (ωB97M-V/def2-TZVPD).

The geometry in XYZ format:
```
21
Properties=species:S:1:pos:R:3
H -0.945 -0.586 2.703
N -1.437 -0.378 1.839
C -0.744 0.104 0.918
C 0.982 -0.361 0.606
C 1.846 0.375 1.326
C 1.147 -1.847 0.444
N -0.963 0.738 -0.210
C -2.194 1.398 -0.603
C 0.277 0.672 -1.052
N 0.003 -0.086 -2.211
O 0.993 1.672 -1.134
H 1.742 1.455 1.360
H 2.692 -0.060 1.850
H 1.636 -2.064 -0.511
H 1.787 -2.271 1.224
H 0.200 -2.391 0.476
H -2.775 1.649 0.285
H -2.782 0.739 -1.243
H -1.914 2.294 -1.163
H -0.314 -1.030 -2.032
H 0.766 -0.022 -2.873
```

The SMILES is [H]/N=C(\C(=C)C)N(C)C(N)=O. The charge is 0. The orbital gap is 8.49 eV. The calculated total energy is -12915.07847 eV. The calculation puts the energy above the lowest of the compared OMol25 structures with the same formula, charge and spin at 91.5 kcal per mole.

Electronic structure analysis, Löwdin charges in units of e: atom 1 (H): 0.066, atom 2 (N): 0.151, atom 3 (C): -0.345, atom 4 (C): -0.280, atom 5 (C): 0.073, atom 6 (C): -0.084, atom 7 (N): -0.055, atom 8 (C): -0.019, atom 9 (C): -0.564, atom 10 (N): 0.173, atom 11 (O): 0.038, atom 12 (H): 0.078, atom 13 (H): 0.072, atom 14 (H): 0.074, atom 15 (H): 0.075, atom 16 (H): 0.076, atom 17 (H): 0.091, atom 18 (H): 0.085, atom 19 (H): 0.094, atom 20 (H): 0.096, atom 21 (H): 0.105

***

3.
Entry from the Open Molecules 2025 dataset: the ion C4H2ClO2 with charge -1 at a distorted geometry (ωB97M-V/def2-TZVPD).

The geometry in XYZ format:
```
9
Properties=species:S:1:pos:R:3
O 0.371 -1.725 1.410
C 0.195 -0.818 0.621
C -0.380 0.611 0.761
C 0.033 0.751 -0.743
O 0.020 1.723 -1.491
C 0.378 -0.600 -0.731
Cl 1.074 -1.747 -1.940
H -1.434 0.369 0.691
H -0.254 1.438 1.423
```

The SMILES is O=C1CC([O-])=C1Cl. The charge is -1. The orbital gap is 7.63 eV. The calculated total energy is -20798.26262 eV. The calculation puts the energy above the lowest of the compared OMol25 structures with the same formula, charge and spin at 7.2 kcal per mole.

Electronic structure analysis, Löwdin charges in units of e: atom 1 (O): -0.013, atom 2 (C): -0.534, atom 3 (C): -0.033, atom 4 (C): -0.488, atom 5 (O): -0.028, atom 6 (C): -0.571, atom 7 (Cl): 0.487, atom 8 (H): 0.092, atom 9 (H): 0.087

***

4.
Entry from the Open Molecules 2025 dataset: the molecule C2HBrO at a distorted geometry (ωB97M-V/def2-TZVPD).

The geometry in XYZ format:
```
5
Properties=species:S:1:pos:R:3
O -1.054 2.532 -0.001
C -0.266 1.650 0.077
C 0.534 0.628 -0.018
Br 2.536 0.176 0.030
H -0.109 -0.187 0.161
```

The SMILES is O=C=CBr. The charge is 0. The orbital gap is 8.59 eV. The calculated total energy is -74178.03852 eV. The calculation puts the energy above the lowest of the compared OMol25 structures with the same formula, charge and spin at 15.4 kcal per mole.

Electronic structure analysis, Löwdin charges in units of e: atom 1 (O): 0.155, atom 2 (C): -0.275, atom 3 (C): -0.470, atom 4 (Br): 0.553, atom 5 (H): 0.036

***

5.
Entry from the Open Molecules 2025 dataset: a cluster of 2 separate species, C3H2Br2O2 in total at a distorted geometry (ωB97M-V/def2-TZVPD).

The geometry in XYZ format:
```
9
Properties=species:S:1:pos:R:3
O 0.534 2.171 1.337
C -0.410 1.589 1.136
C -1.362 0.707 1.008
Br -1.625 0.231 -0.880
H -2.285 0.624 1.454
O 1.791 -0.102 -0.803
C 1.373 -1.146 -1.079
Br 0.845 -2.675 0.035
H 1.139 -1.400 -2.209
```

The SMILES is O=C=CBr.O=CBr. The charge is 0. The orbital gap is 8.95 eV. The calculated total energy is -147321.05356 eV. The calculation puts the energy above the lowest of the compared OMol25 structures with the same formula, charge and spin at 41.8 kcal per mole.

Electronic structure analysis, Löwdin charges in units of e: atom 1 (O): 0.230, atom 2 (C): -0.356, atom 3 (C): -0.455, atom 4 (Br): 0.649, atom 5 (H): 0.012, atom 6 (O): 0.005, atom 7 (C): -0.783, atom 8 (Br): 0.590, atom 9 (H): 0.109

***

6.
Entry from the Open Molecules 2025 dataset: a cluster of 8 separate species, C29H46N2O9 in total at a distorted geometry (ωB97M-V/def2-TZVPD).

The geometry in XYZ format:
```
86
Properties=species:S:1:pos:R:3
C -1.395 -0.105 -4.631
C -2.661 -0.635 -4.373
C -2.500 -2.026 -4.299
N -1.167 -2.327 -4.360
C -0.501 -1.138 -4.578
H -1.154 0.924 -4.857
H -3.567 -0.061 -4.247
H -3.228 -2.803 -4.123
H -0.802 -3.235 -4.111
H 0.576 -1.166 -4.652
C 1.357 -5.537 0.489
C 1.940 -5.438 1.719
C 0.913 -4.999 2.551
N -0.213 -4.733 1.863
C 0.032 -5.132 0.579
H 1.876 -5.981 -0.348
H 2.948 -5.634 2.053
H 0.909 -4.679 3.583
H -1.001 -4.250 2.273
H -0.737 -5.153 -0.178
O -1.011 5.757 4.611
C -1.216 4.740 3.929
C -1.047 4.576 2.442
C -1.068 3.078 2.350
C -1.668 2.464 3.673
O -1.479 3.597 4.541
H -1.885 5.054 1.934
H -0.072 4.960 2.143
H -1.575 2.821 1.419
H -0.051 2.762 2.121
H -2.733 2.232 3.650
H -1.220 1.546 4.053
O -3.693 2.236 0.331
C -4.394 1.620 -0.419
C -4.117 1.267 -1.897
C -5.170 0.153 -2.028
C -6.266 0.401 -1.058
O -5.625 1.249 -0.122
H -4.313 2.136 -2.524
H -3.107 0.878 -2.024
H -5.456 -0.015 -3.066
H -4.704 -0.784 -1.721
H -7.098 0.952 -1.495
H -6.699 -0.487 -0.597
O 0.842 0.415 1.455
C 0.325 -0.378 0.724
C -1.053 -0.885 0.863
C -1.371 -1.423 -0.511
C 0.015 -1.870 -0.992
O 0.898 -0.980 -0.362
H -1.163 -1.644 1.638
H -1.637 -0.008 1.142
H -1.971 -2.330 -0.593
H -1.708 -0.642 -1.192
H 0.246 -2.841 -0.555
H 0.020 -1.888 -2.082
C 2.230 2.010 -1.014
C 0.909 2.795 -0.849
C -0.261 2.105 -1.575
O 0.732 3.811 -0.206
H 3.050 2.727 -0.982
H 2.213 1.482 -1.967
H 2.225 1.272 -0.212
H -0.075 1.039 -1.711
H -0.327 2.471 -2.599
H -1.223 2.241 -1.083
C 1.918 2.425 4.362
C 3.332 2.644 3.863
C 3.432 2.922 2.387
O 4.332 2.424 4.559
H 1.891 2.185 5.425
H 1.334 1.769 3.717
H 1.372 3.367 4.304
H 4.462 2.976 2.036
H 3.050 3.934 2.253
H 2.743 2.372 1.745
C 4.197 -2.843 -0.903
C 5.356 -1.916 -0.821
C 6.443 -2.094 -1.825
O 5.450 -1.195 0.201
H 3.900 -3.347 0.017
H 4.308 -3.617 -1.662
H 3.372 -2.214 -1.239
H 6.457 -3.119 -2.195
H 7.452 -1.837 -1.503
H 6.326 -1.400 -2.657
```

The SMILES is c1cc[nH]c1.c1cc[nH]c1.O=C1CCCO1.O=C1CCCO1.O=C1CCCO1.CC(C)=O.CC(C)=O.CC(C)=O. The charge is 0. The orbital gap is 8.59 eV. The calculated total energy is -52224.85646 eV. The calculation puts the energy above the lowest of the compared OMol25 structures with the same formula, charge and spin at 0.0 kcal per mole.

Electronic structure analysis, Löwdin charges in units of e: atom 1 (C): -0.115, atom 2 (C): -0.110, atom 3 (C): -0.126, atom 4 (N): 0.010, atom 5 (C): -0.153, atom 6 (H): 0.101, atom 7 (H): 0.076, atom 8 (H): 0.105, atom 9 (H): 0.150, atom 10 (H): 0.111, atom 11 (C): -0.138, atom 12 (C): -0.106, atom 13 (C): -0.145, atom 14 (N): 0.020, atom 15 (C): -0.164, atom 16 (H): 0.099, atom 17 (H): 0.102, atom 18 (H): 0.110, atom 19 (H): 0.149, atom 20 (H): 0.103, atom 21 (O): 0.066, atom 22 (C): -0.482, atom 23 (C): -0.072, atom 24 (C): -0.169, atom 25 (C): -0.092, atom 26 (O): 0.015, atom 27 (H): 0.135, atom 28 (H): 0.125, atom 29 (H): 0.079, atom 30 (H): 0.073, atom 31 (H): 0.116, atom 32 (H): 0.113, atom 33 (O): 0.116, atom 34 (C): -0.488, atom 35 (C): -0.054, atom 36 (C): -0.181, atom 37 (C): -0.156, atom 38 (O): 0.048, atom 39 (H): 0.135, atom 40 (H): 0.081, atom 41 (H): 0.111, atom 42 (H): 0.115, atom 43 (H): 0.129, atom 44 (H): 0.132, atom 45 (O): 0.128, atom 46 (C): -0.469, atom 47 (C): -0.065, atom 48 (C): -0.134, atom 49 (C): -0.167, atom 50 (O): 0.013, atom 51 (H): 0.129, atom 52 (H): 0.125, atom 53 (H): 0.117, atom 54 (H): 0.092, atom 55 (H): 0.100, atom 56 (H): 0.103, atom 57 (C): -0.010, atom 58 (C): -0.440, atom 59 (C): -0.011, atom 60 (O): 0.065, atom 61 (H): 0.087, atom 62 (H): 0.078, atom 63 (H): 0.057, atom 64 (H): 0.052, atom 65 (H): 0.086, atom 66 (H): 0.067, atom 67 (C): -0.012, atom 68 (C): -0.454, atom 69 (C): -0.018, atom 70 (O): 0.044, atom 71 (H): 0.090, atom 72 (H): 0.061, atom 73 (H): 0.079, atom 74 (H): 0.089, atom 75 (H): 0.087, atom 76 (H): 0.053, atom 77 (C): -0.031, atom 78 (C): -0.467, atom 79 (C): -0.029, atom 80 (O): 0.039, atom 81 (H): 0.085, atom 82 (H): 0.073, atom 83 (H): 0.079, atom 84 (H): 0.078, atom 85 (H): 0.087, atom 86 (H): 0.089

***

7.
Entry from the Open Molecules 2025 dataset: a structure of composition C27H38AsBiClGeN2O2 at a distorted geometry (ωB97M-V/def2-TZVPD).

The geometry in XYZ format:
```
73
Properties=species:S:1:pos:R:3
Bi 1.853 -0.086 -0.696
Cl -1.786 5.284 -3.668
C -1.316 3.769 -3.023
C -1.536 2.594 -3.753
C -1.189 1.367 -3.223
C -0.587 1.273 -1.975
O -0.307 0.055 -1.456
C -0.335 2.452 -1.226
C 0.181 2.397 0.097
N 0.866 1.409 0.607
C 1.156 1.292 1.971
C 0.862 2.239 2.936
C 1.089 1.990 4.295
C 1.564 0.777 4.719
C 1.868 -0.227 3.776
C 2.324 -1.509 4.140
C 2.610 -2.437 3.162
C 2.457 -2.075 1.825
N 2.034 -0.872 1.464
C 1.710 0.057 2.391
C -0.738 3.690 -1.767
H -1.988 2.647 -4.730
H -1.379 0.453 -3.765
H -0.065 3.246 0.729
H 0.433 3.188 2.663
H 0.862 2.767 5.008
H 1.708 0.577 5.768
H 2.434 -1.750 5.186
H 2.944 -3.430 3.409
H 2.677 -2.769 1.026
H -0.587 4.595 -1.196
C -0.992 -4.337 1.971
C -2.311 -3.807 1.429
C -2.577 -2.360 1.834
C -1.637 -1.353 1.165
Ge -1.897 -1.319 -0.836
C -3.537 -0.324 -1.474
C -4.788 -1.188 -1.353
C -4.526 -2.592 -1.887
C -5.694 -3.539 -1.689
H -0.884 -5.392 1.738
H -0.960 -4.232 3.052
H -0.142 -3.806 1.537
H -3.128 -4.427 1.799
H -2.305 -3.886 0.334
H -2.476 -2.264 2.917
H -3.607 -2.102 1.582
H -0.597 -1.564 1.409
H -1.880 -0.351 1.527
H -1.102 -2.344 -1.670
H -3.385 -0.010 -2.504
H -3.612 0.567 -0.847
H -5.594 -0.720 -1.920
H -5.115 -1.252 -0.313
H -3.646 -2.989 -1.339
H -4.252 -2.543 -2.945
H -5.948 -3.624 -0.636
H -5.446 -4.529 -2.060
H -6.567 -3.178 -2.227
C 4.450 2.351 -3.451
As 4.521 2.367 -1.508
C 4.560 4.209 -0.904
C 6.049 1.405 -0.787
O 3.089 1.694 -0.844
H 5.300 2.919 -3.834
H 3.529 2.834 -3.782
H 4.503 1.337 -3.849
H 5.493 4.661 -1.261
H 4.541 4.261 0.187
H 3.718 4.768 -1.318
H 6.967 1.940 -1.036
H 6.110 0.397 -1.200
H 5.953 1.359 0.300
```

The charge is +3. The orbital gap is 6.92 eV. The calculated total energy is -171382.95113 eV. The calculation puts the energy above the lowest of the compared OMol25 structures with the same formula, charge and spin at 0.0 kcal per mole.

Electronic structure analysis, Löwdin charges in units of e: atom 1 (Bi): 1.973, atom 2 (Cl): 0.778, atom 3 (C): -0.645, atom 4 (C): -0.023, atom 5 (C): -0.002, atom 6 (C): -0.362, atom 7 (O): -0.490, atom 8 (C): -0.147, atom 9 (C): -0.014, atom 10 (N): -0.070, atom 11 (C): -0.204, atom 12 (C): 0.037, atom 13 (C): -0.010, atom 14 (C): 0.028, atom 15 (C): -0.117, atom 16 (C): 0.072, atom 17 (C): 0.010, atom 18 (C): -0.100, atom 19 (N): -0.111, atom 20 (C): -0.179, atom 21 (C): -0.018, atom 22 (H): 0.131, atom 23 (H): 0.136, atom 24 (H): 0.149, atom 25 (H): 0.120, atom 26 (H): 0.133, atom 27 (H): 0.138, atom 28 (H): 0.146, atom 29 (H): 0.133, atom 30 (H): 0.128, atom 31 (H): 0.128, atom 32 (C): -0.091, atom 33 (C): -0.266, atom 34 (C): -0.269, atom 35 (C): -0.288, atom 36 (Ge): 1.131, atom 37 (C): -0.257, atom 38 (C): -0.270, atom 39 (C): -0.294, atom 40 (C): -0.079, atom 41 (H): 0.086, atom 42 (H): 0.084, atom 43 (H): 0.046, atom 44 (H): 0.124, atom 45 (H): 0.080, atom 46 (H): 0.122, atom 47 (H): 0.104, atom 48 (H): 0.029, atom 49 (H): 0.074, atom 50 (H): 0.006, atom 51 (H): 0.062, atom 52 (H): 0.081, atom 53 (H): 0.130, atom 54 (H): 0.113, atom 55 (H): 0.054, atom 56 (H): 0.124, atom 57 (H): 0.081, atom 58 (H): 0.083, atom 59 (H): 0.089, atom 60 (C): -0.170, atom 61 (As): 1.090, atom 62 (C): -0.170, atom 63 (C): -0.172, atom 64 (O): -0.727, atom 65 (H): 0.063, atom 66 (H): 0.053, atom 67 (H): 0.052, atom 68 (H): 0.065, atom 69 (H): 0.056, atom 70 (H): 0.054, atom 71 (H): 0.062, atom 72 (H): 0.051, atom 73 (H): 0.053